## i
Density functional theory data (ωB97M-V/def2-TZVPD) for the molecule C10H11NO.

CARTESIAN COORDINATES (ANGSTROEM)
C (0.712, 1.935, -1.238)
C (-0.240, 0.710, -1.758)
H (-3.349, 0.598, -1.344)
H (-1.398, -2.172, 2.680)
C (0.646, -0.253, 0.467)
C (0.404, -1.115, 1.527)
H (0.217, 2.690, -0.474)
C (-1.683, -0.646, -0.215)
C (-0.972, -1.595, 1.855)
H (0.049, 0.298, -2.799)
C (-2.909, -0.392, -1.098)
O (3.040, -0.034, 0.770)
H (-3.086, -1.163, 1.682)
H (-1.347, 1.309, -1.713)
H (-3.679, -0.951, -0.702)
H (2.554, 2.298, -0.387)
H (1.161, -1.497, 2.228)
C (-2.014, -1.198, 1.066)
N (1.873, 1.538, -0.532)
C (1.912, 0.469, 0.326)
H (-2.683, -0.750, -2.027)
C (-0.312, -0.247, -0.531)
H (0.867, 2.828, -1.980)

Lowest unoccupied orbital energy in Eh: 0.0157
SMILES: Cc1cccc2c1CCNC2=O
Kohn-Sham gap in eV: 9.20

=====

## ii
Density functional theory data (ωB97M-V/def2-TZVPD) for the molecule C10H11NO.

CARTESIAN COORDINATES (ANGSTROEM)
H (0.938, 2.018, -1.157)
C (0.739, -0.097, -0.462)
C (3.476, 0.175, 0.051)
C (2.777, -1.021, 0.321)
H (-2.653, -1.457, 1.100)
H (-1.170, -1.099, -0.932)
H (3.226, 2.109, -0.750)
H (-2.880, 2.470, -1.255)
C (1.362, 1.120, -0.695)
H (-1.388, 1.139, -2.453)
N (-1.551, 0.324, 1.032)
H (-3.133, -0.124, 2.242)
H (3.128, -1.922, 0.749)
H (-1.758, -0.960, 2.594)
C (-0.682, -0.223, -0.774)
C (-1.384, 0.877, -1.430)
H (1.079, -2.186, 0.350)
C (1.441, -1.170, 0.058)
C (-2.278, -0.594, 1.731)
H (4.497, 0.379, 0.183)
C (2.718, 1.203, -0.513)
O (-2.435, 1.352, 0.496)
C (-2.229, 1.666, -0.772)

Lowest unoccupied orbital energy (alpha / beta) in Eh: 0.0063 / 0.0063
Kohn-Sham gap (alpha / beta) in eV: 7.92 / 7.92

=====

Of them, the most stable is i and the least stable is ii.

=====

## i
Density functional theory data (ωB97M-V/def2-TZVPD) for the ion C3H3INO2 with charge -1.

CARTESIAN COORDINATES (ANGSTROEM)
O (-0.969, -2.041, -0.132)
N (0.385, 0.396, 0.729)
H (-1.210, 1.367, -0.148)
H (-0.212, 0.602, -1.258)
C (1.603, 0.356, 0.878)
C (-0.511, 0.489, -0.289)
C (-1.521, -0.982, -0.375)
O (-2.657, -0.653, -0.657)
H (1.912, 0.251, 1.997)
I (3.178, 0.215, -0.745)

Lowest unoccupied orbital energy in Eh: 0.1021
SMILES: O=C([O-])C/N=C\I
Kohn-Sham gap in eV: 6.88
Total charge: -1

=====

## ii
Density functional theory data (ωB97M-V/def2-TZVPD) for a structure of composition C3H3INO2.

CARTESIAN COORDINATES (ANGSTROEM)
H (1.633, 1.691, -0.982)
O (1.705, 3.880, 1.185)
H (-1.715, -0.590, -0.227)
O (-0.058, 2.926, 2.307)
H (-0.975, -0.089, 1.397)
N (0.004, 0.441, -0.374)
C (1.148, 0.966, -0.340)
I (2.316, 0.912, 1.809)
C (0.945, 3.260, 1.829)
C (-0.995, -0.091, 0.280)

Lowest unoccupied orbital energy in Eh: 0.1218
Kohn-Sham gap in eV: 5.70
Total charge: -1

=====

Of them, the most stable is i and the least stable is ii.

=====

## i
Density functional theory data (ωB97M-V/def2-TZVPD) for the molecule C5H6S2.

CARTESIAN COORDINATES (ANGSTROEM)
C (-0.648, -0.697, 0.528)
H (-1.301, -0.588, 1.421)
C (-1.282, 0.253, -0.612)
C (1.528, -0.111, -0.218)
H (2.790, -0.275, -1.980)
C (1.967, -0.290, -1.321)
S (-1.373, 1.956, 0.007)
H (-0.574, 0.311, -1.448)
H (0.954, -0.521, 1.887)
S (0.124, 1.700, 1.444)
H (-0.544, -1.783, 0.403)
C (0.619, -0.066, 0.926)
H (-2.260, 0.110, -1.036)

Lowest unoccupied orbital energy in Eh: 0.0242
SMILES: C#C[C@@H]1CCSS1
Kohn-Sham gap in eV: 8.56

=====

## ii
Density functional theory data (ωB97M-V/def2-TZVPD) for a cluster of 2 separate species, C5H6S2 in total.

CARTESIAN COORDINATES (ANGSTROEM)
C (-0.110, 1.105, -1.398)
S (2.049, -1.461, -0.964)
H (1.679, -1.869, 1.566)
S (2.519, 1.293, 0.481)
C (2.007, -0.161, 0.315)
H (-2.737, -0.443, -0.192)
H (-2.785, 1.405, 0.347)
H (-1.554, 0.198, 0.950)
C (1.342, -1.335, 0.771)
C (-1.108, 0.921, -0.781)
H (0.213, -1.379, 0.871)
H (0.718, 1.255, -2.028)
C (-2.234, 0.471, 0.063)

Lowest unoccupied orbital energy in Eh: -0.0094
SMILES: S=C1CS1.C#CC
Kohn-Sham gap in eV: 8.53

=====

Of them, the most stable is i and the least stable is ii.

=====

## i
Density functional theory data (ωB97M-V/def2-TZVPD) for the ion C2H10N4S with charge +2.

CARTESIAN COORDINATES (ANGSTROEM)
C (1.478, 0.365, 0.463)
N (1.055, -1.898, -0.217)
H (-2.601, 1.484, 0.737)
H (1.429, 1.424, 0.443)
N (0.655, -0.547, -0.209)
H (1.816, -2.220, 0.457)
H (1.323, 0.073, 1.504)
S (-1.704, -1.681, 0.223)
H (0.073, -2.399, -0.031)
H (1.364, -2.165, -1.117)
N (-1.128, 0.898, -0.290)
H (-0.369, 1.548, -0.343)
H (-2.724, 2.224, -0.775)
H (-3.018, 0.469, -0.600)
N (-2.433, 1.265, -0.230)
H (2.495, 0.142, 0.215)
C (-0.697, -0.392, -0.095)

Lowest unoccupied orbital energy in Eh: -0.2903
SMILES: CN([NH3+])C(=S)N[NH3+]
Kohn-Sham gap in eV: 10.19
Total charge: +2

=====

## ii
Density functional theory data (ωB97M-V/def2-TZVPD) for a cluster of 3 separate species, C2H10N4S in total.

CARTESIAN COORDINATES (ANGSTROEM)
H (19.733, -0.561, -1.904)
N (18.754, -0.155, -0.012)
C (18.890, -0.904, -1.144)
N (18.646, 0.443, 0.903)
H (12.865, -0.068, 2.254)
H (17.897, -0.811, -1.625)
H (-20.923, -0.788, -0.177)
C (-18.302, 1.032, 0.098)
H (13.650, 1.393, 1.278)
N (-20.014, -0.407, 0.080)
H (-19.153, 0.256, -1.673)
H (-20.076, -0.553, 1.089)
H (19.270, -1.914, -0.949)
H (-17.446, 1.585, -0.175)
N (-19.167, 0.353, -0.593)
S (13.861, -0.014, 1.391)
H (-18.487, 1.113, 1.159)

Lowest unoccupied orbital energy in Eh: -0.2389
Kohn-Sham gap in eV: 6.33
Total charge: +2

=====

Of them, the most stable is ii and the least stable is i.